11
Properties=species:S:1:pos:R:3:lowdin_charge:R:1 method="wB97M-V/def2-TZVPD" mol_weight_da=96.1 e_above_lowest_kj_mol=187.0 smiles=Oc1cncnc1 orbital_gap_ev=10.11
O 1.895 -0.430 1.170 -0.0317
C 0.667 -0.200 0.418 -0.2744
C 0.688 0.696 -0.595 -0.1765
N -0.264 1.074 -1.297 0.1106
C -1.365 0.488 -0.796 -0.2165
N -1.551 -0.584 -0.006 0.0875
C -0.496 -0.823 0.778 -0.0889
H 1.709 -1.398 1.516 0.1435
H 1.744 1.062 -0.848 0.1576
H -2.298 1.043 -1.283 0.1420
H -0.580 -1.660 1.550 0.1468


115
Properties=species:S:1:pos:R:3:lowdin_charge:R:1 method="wB97M-V/def2-TZVPD" mol_weight_da=865.4 smiles="CCB(O)[C@@]1(/C(Cl)=C(/C)Cl)[C@@H](CON=O)OS(=O)(=O)[C@@H](B(N)O)[C@@H]1COCOCCO.CN(C)P(=O)(N(C)C)N(C)C.CN(C)P(=O)(N(C)C)N(C)C" orbital_gap_ev=8.72
C 5.151 -1.393 0.615 -0.0998
C 4.178 -0.995 -0.513 -0.1537
B 2.756 -1.689 -0.360 -0.5226
O 2.693 -2.940 0.194 0.1527
C 1.373 -0.981 -0.914 -0.2582
C 1.273 0.316 -0.155 -0.5633
Cl 1.992 0.237 1.447 0.8537
C 0.694 1.479 -0.457 -0.6539
C 0.654 2.679 0.438 -0.1182
Cl -0.128 1.693 -1.979 0.8263
C 1.601 -0.904 -2.427 -0.2567
C 2.538 0.215 -2.909 -0.1388
O 3.626 -0.328 -3.673 -0.0783
N 4.276 0.744 -4.274 -0.0341
O 5.313 0.424 -4.704 0.0665
O 2.184 -2.197 -2.781 -0.1636
S 0.990 -3.212 -3.066 0.6730
O 0.359 -2.883 -4.307 -0.2424
O 1.530 -4.534 -2.980 -0.2377
C -0.156 -2.994 -1.714 -0.1557
B -0.338 -4.456 -1.033 -0.5985
N 0.679 -5.116 -0.240 0.1705
O -1.567 -5.065 -1.191 0.1587
C 0.168 -1.927 -0.607 -0.1656
C -1.146 -1.185 -0.352 -0.1770
O -1.171 -0.680 0.963 -0.0851
C -2.421 -0.163 1.317 -0.2329
O -2.850 0.878 0.472 -0.1019
C -4.009 0.564 -0.297 -0.1931
C -4.138 1.501 -1.473 -0.2259
O -3.486 1.038 -2.647 -0.0719
H 5.755 -2.246 0.310 0.0777
H 5.846 -0.570 0.791 0.0664
H 4.644 -1.583 1.561 0.0600
H 4.591 -1.216 -1.499 0.1137
H 4.015 0.082 -0.418 0.0806
H 2.863 -2.958 1.138 0.1168
H -0.065 3.405 0.066 0.0704
H 1.635 3.160 0.419 0.0681
H 0.388 2.406 1.455 0.0681
H 0.669 -0.805 -2.984 0.1274
H 2.967 0.763 -2.074 0.1035
H 1.984 0.920 -3.521 0.1016
H -1.116 -2.778 -2.185 0.1244
H 0.190 -5.638 0.485 0.0801
H 1.127 -5.840 -0.797 0.0888
H -2.285 -4.422 -1.157 0.0974
H 0.317 -2.485 0.318 0.1397
H -1.943 -1.948 -0.411 0.1347
H -1.384 -0.455 -1.125 0.0898
H -3.177 -0.952 1.379 0.1057
H -2.296 0.274 2.309 0.1398
H -3.978 -0.465 -0.669 0.1290
H -4.889 0.644 0.350 0.1175
H -3.831 2.522 -1.228 0.1239
H -5.197 1.544 -1.735 0.1202
H -2.604 0.746 -2.397 0.0150
C 7.325 4.075 0.468 -0.1381
N 6.518 3.689 -0.665 -0.3170
C 7.159 2.668 -1.473 -0.1304
P 5.328 4.568 -1.534 0.6884
O 4.305 3.495 -1.673 -0.2761
N 4.461 5.738 -0.571 -0.3123
C 4.589 5.769 0.878 -0.1368
C 3.048 5.809 -0.938 -0.1382
N 6.424 5.701 -2.232 -0.3184
C 6.882 6.829 -1.450 -0.1283
C 6.034 6.136 -3.582 -0.1280
H 8.253 4.597 0.184 0.0810
H 7.617 3.176 1.019 0.0835
H 6.784 4.691 1.177 0.0441
H 7.962 3.081 -2.102 0.0815
H 6.434 2.180 -2.127 0.0607
H 7.584 1.892 -0.834 0.0807
H 4.423 4.790 1.347 0.0909
H 3.861 6.472 1.286 0.0825
H 5.561 6.152 1.188 0.0581
H 2.454 5.010 -0.479 0.0584
H 2.917 5.737 -2.017 0.0749
H 2.643 6.771 -0.617 0.0838
H 6.100 7.575 -1.278 0.0853
H 7.695 7.300 -2.006 0.0902
H 7.296 6.527 -0.491 0.0614
H 5.161 6.804 -3.567 0.0806
H 5.787 5.272 -4.202 0.0788
H 6.859 6.659 -4.067 0.0790
C -7.084 -5.613 1.788 -0.1258
N -5.989 -4.680 1.945 -0.3079
C -4.708 -5.359 2.072 -0.1267
P -5.962 -3.111 2.584 0.6460
O -5.048 -2.366 1.688 -0.2754
N -7.471 -2.269 2.319 -0.3060
C -8.507 -2.793 1.440 -0.1378
C -7.259 -0.854 2.018 -0.1457
N -6.227 -3.449 4.234 -0.3147
C -7.572 -3.695 4.710 -0.1243
C -5.512 -2.534 5.138 -0.1228
H -7.264 -6.222 2.687 0.0846
H -6.848 -6.300 0.972 0.0868
H -8.008 -5.130 1.507 0.0394
H -4.569 -5.796 3.072 0.0826
H -3.885 -4.666 1.888 0.0672
H -4.627 -6.155 1.332 0.0834
H -8.133 -3.064 0.444 0.0932
H -9.286 -2.039 1.317 0.0827
H -9.010 -3.652 1.880 0.0582
H -7.000 -0.685 0.965 0.0757
H -6.458 -0.437 2.626 0.0700
H -8.172 -0.299 2.245 0.0831
H -8.193 -2.795 4.718 0.0849
H -7.494 -4.072 5.732 0.0882
H -8.080 -4.466 4.132 0.0688
H -5.958 -1.530 5.148 0.0815
H -4.469 -2.438 4.832 0.0777
H -5.518 -2.924 6.156 0.0800


32
Properties=species:S:1:pos:R:3:lowdin_charge:R:1 method="wB97M-V/def2-TZVPD" mol_weight_da=262.3 e_above_lowest_kj_mol=42.3 smiles="CCOC(=O)Nc1sc(C)nc1-c1ccccc1" orbital_gap_ev=8.56
C 0.877 4.395 1.189 -0.0623
C 1.115 3.147 2.026 -0.2182
O 1.764 2.122 1.272 -0.0010
C 0.964 1.375 0.485 -0.5675
O -0.226 1.496 0.382 0.1347
N 1.728 0.435 -0.155 0.0919
C 1.218 -0.458 -1.087 -0.4813
S 1.966 -0.617 -2.656 1.0822
C 0.678 -1.742 -3.085 -0.6302
C 0.649 -2.386 -4.417 -0.0837
N -0.177 -1.925 -2.157 0.0988
C 0.090 -1.236 -1.011 -0.2593
C -0.789 -1.403 0.143 -0.1745
C -0.306 -1.353 1.447 -0.0386
C -1.168 -1.520 2.514 -0.0809
C -2.517 -1.744 2.294 -0.0925
C -3.000 -1.814 0.998 -0.0802
C -2.143 -1.649 -0.073 -0.0244
H 0.442 5.172 1.811 0.0771
H 1.815 4.756 0.773 0.0770
H 0.191 4.169 0.377 0.0750
H 0.164 2.758 2.404 0.1232
H 1.793 3.351 2.857 0.1221
H 2.730 0.547 -0.095 0.1508
H -0.184 -3.082 -4.456 0.0830
H 0.529 -1.637 -5.199 0.0773
H 1.579 -2.921 -4.602 0.0761
H 0.748 -1.198 1.628 0.1158
H -0.785 -1.477 3.524 0.1011
H -3.188 -1.867 3.131 0.0985
H -4.051 -1.995 0.822 0.1008
H -2.508 -1.701 -1.087 0.1094


41
Properties=species:S:1:pos:R:3:lowdin_charge:R:1 method="wB97M-V/def2-TZVPD" mol_weight_da=234.4 e_above_lowest_kj_mol=0.0 smiles=CCO[Si](C)(CCCNCCN)OCC orbital_gap_ev=8.66
C -0.287 -4.004 -2.945 -0.0728
C -0.693 -3.028 -1.846 -0.3238
O 0.454 -2.443 -1.209 -0.1947
Si 0.121 -0.921 -0.604 0.4551
C -0.223 0.292 -2.020 -0.1114
C -1.544 -1.195 0.310 -0.2070
C -2.425 -0.016 0.770 -0.2335
C -1.924 0.855 1.936 -0.2159
N -0.603 1.470 1.688 -0.0683
C -0.583 2.824 1.122 -0.2433
C 0.799 3.289 0.692 -0.2865
N 0.669 4.597 0.047 -0.0135
O 1.238 -0.328 0.501 -0.2340
C 2.305 -1.127 0.921 -0.3092
C 3.165 -0.349 1.931 -0.0621
H -1.137 -4.280 -3.552 0.0679
H 0.107 -4.925 -2.543 0.0690
H 0.452 -3.573 -3.648 0.0862
H -1.351 -2.225 -2.268 0.1110
H -1.260 -3.580 -1.074 0.1172
H 0.282 1.214 -1.875 0.0026
H 0.217 -0.156 -2.918 0.0383
H -1.272 0.574 -2.157 0.0419
H -1.201 -1.738 1.206 0.0924
H -2.132 -1.847 -0.309 0.0476
H -2.643 0.621 -0.097 0.0934
H -3.386 -0.442 1.062 0.0980
H -1.762 0.248 2.819 0.0987
H -2.644 1.630 2.241 0.1170
H 0.097 0.862 1.239 0.0531
H -1.028 3.507 1.829 0.1088
H -1.215 2.875 0.241 0.1000
H 1.258 2.594 0.019 0.0811
H 1.473 3.344 1.569 0.1214
H 1.593 4.921 -0.282 0.0755
H 0.130 4.467 -0.777 0.0403
H 2.902 -1.429 0.063 0.1110
H 1.885 -2.064 1.338 0.1219
H 3.794 -1.030 2.507 0.0687
H 3.855 0.339 1.427 0.0758
H 2.513 0.176 2.647 0.0819


16
Properties=species:S:1:pos:R:3:lowdin_charge:R:1 method="wB97M-V/def2-TZVPD" charge=+1 mol_weight_da=154.2 e_above_lowest_kj_mol=756.8 orbital_gap_ev=4.32
N 0.399 -0.987 1.877 0.1496
C -0.753 -1.653 1.746 -0.0141
C -0.151 -2.456 0.751 -0.5177
O 0.750 -3.484 1.171 0.0815
O -0.175 -2.189 -0.460 0.0654
C -0.630 0.743 -1.043 -0.4281
S -0.419 2.175 0.014 0.9587
S 1.433 4.193 -2.493 0.6389
H -0.011 -0.103 -0.661 0.0485
H 1.037 3.512 -1.333 -0.2826
H 0.546 -0.502 2.745 0.0781
H -1.493 -1.647 2.632 0.1713
H 0.651 -4.235 0.559 0.1271
H -1.662 0.325 -1.124 0.0766
H -0.226 1.059 -2.002 0.0657
H 0.703 5.249 -2.378 -0.2188


94
Properties=species:S:1:pos:R:3:lowdin_charge:R:1 method="wB97M-V/def2-TZVPD" charge=+1 mol_weight_da=770.8 e_above_lowest_kj_mol=235.7 orbital_gap_ev="6.05 / 5.77" spin_multiplicity=2 s2=0.782
Fe 0.093 0.180 -0.159 0.1081
S 0.783 -0.657 1.767 0.4503
P 2.720 -0.021 1.408 0.4612
C 2.965 0.585 -0.114 -0.4739
P 2.870 -0.462 -1.416 0.4858
S 0.922 -0.407 -2.107 0.4794
C 3.750 0.211 -2.839 -0.3739
C 4.388 1.440 -2.730 -0.0789
C 4.920 2.042 -3.864 -0.0705
C 4.811 1.422 -5.100 -0.0727
C 4.182 0.185 -5.211 -0.0690
C 3.646 -0.419 -4.085 -0.1157
C 3.332 -2.212 -1.303 -0.3274
C 4.425 -2.724 -2.000 -0.0739
C 4.733 -4.076 -1.915 -0.0639
C 3.972 -4.916 -1.117 -0.0662
C 2.889 -4.408 -0.406 -0.0685
C 2.565 -3.064 -0.505 -0.1171
C 3.840 -1.338 1.932 -0.3552
C 3.417 -2.481 2.604 -0.1166
C 4.324 -3.498 2.877 -0.0738
C 5.648 -3.374 2.478 -0.0682
C 6.073 -2.229 1.811 -0.0632
C 5.172 -1.213 1.535 -0.0757
C 2.931 1.315 2.607 -0.3546
C 2.960 1.025 3.970 -0.0861
C 3.007 2.056 4.896 -0.0724
C 3.020 3.376 4.463 -0.0779
C 2.991 3.666 3.105 -0.0770
C 2.938 2.636 2.172 -0.0921
H 4.452 1.918 -1.760 0.0905
H 5.410 3.005 -3.785 0.1068
H 5.210 1.903 -5.984 0.1078
H 4.097 -0.297 -6.176 0.1083
H 3.125 -1.366 -4.172 0.1074
H 5.036 -2.072 -2.608 0.1037
H 5.569 -4.473 -2.478 0.1101
H 4.222 -5.968 -1.045 0.1092
H 2.300 -5.061 0.227 0.1105
H 1.711 -2.673 0.036 0.0526
H 2.380 -2.582 2.905 0.0767
H 3.996 -4.391 3.395 0.1087
H 6.351 -4.169 2.689 0.1083
H 7.107 -2.134 1.504 0.1092
H 5.490 -0.324 1.002 0.1126
H 2.943 -0.007 4.306 0.1065
H 3.037 1.831 5.955 0.1079
H 3.047 4.181 5.188 0.1065
H 3.014 4.696 2.770 0.1040
H 2.912 2.840 1.108 0.0843
C -5.479 -3.888 -1.286 -0.0373
C -5.341 -2.977 -0.057 -0.5573
C -6.555 -2.047 -0.003 -0.0594
C -5.310 -3.834 1.217 -0.0320
C -4.030 -2.205 -0.152 -0.1262
C -2.824 -2.880 -0.345 0.0281
C -1.644 -2.170 -0.418 -0.0830
N -1.614 -0.837 -0.321 -0.0209
C -2.755 -0.166 -0.157 -0.1635
C -3.966 -0.819 -0.052 0.0709
C -2.595 1.309 -0.126 -0.1668
C -3.644 2.201 -0.170 0.0716
C -3.402 3.572 -0.154 -0.1251
C -2.066 3.977 -0.121 0.0228
C -1.067 3.030 -0.084 -0.0517
N -1.327 1.717 -0.081 0.0439
C -4.519 4.605 -0.162 -0.5575
C -4.390 5.469 -1.426 -0.0326
C -4.375 5.494 1.084 -0.0345
C -5.905 3.959 -0.141 -0.0596
H -6.446 -4.394 -1.258 0.0929
H -4.705 -4.657 -1.316 0.0807
H -5.422 -3.310 -2.212 0.0970
H -7.465 -2.647 0.021 0.0930
H -6.605 -1.401 -0.884 0.0938
H -6.549 -1.423 0.895 0.0892
H -6.231 -4.416 1.290 0.0942
H -5.229 -3.206 2.109 0.0948
H -4.469 -4.529 1.213 0.0848
H -2.792 -3.957 -0.431 0.1232
H -0.692 -2.661 -0.574 0.1045
H -4.864 -0.244 0.117 0.1064
H -4.656 1.829 -0.233 0.1070
H -1.799 5.025 -0.126 0.1235
H -0.022 3.313 -0.047 0.1286
H -3.459 6.040 -1.432 0.0836
H -5.219 6.179 -1.469 0.0941
H -4.420 4.854 -2.329 0.0961
H -3.446 6.068 1.071 0.0822
H -4.394 4.895 1.998 0.0967
H -5.205 6.203 1.124 0.0941
H -6.080 3.341 -1.027 0.0917
H -6.666 4.741 -0.131 0.0930
H -6.050 3.346 0.754 0.0931


96
Properties=species:S:1:pos:R:3:lowdin_charge:R:1 method="wB97M-V/def2-TZVPD" charge=-1 mol_weight_da=878.1 e_above_lowest_kj_mol=157.1 orbital_gap_ev=6.12
Sr 0.284 -0.362 -0.130 1.3980
Cl 4.712 4.033 3.744 0.5858
C 3.446 2.964 3.156 -0.6760
C 3.055 1.860 3.932 -0.1097
C 2.068 1.022 3.488 -0.0060
C 1.394 1.230 2.243 -0.3754
O 0.458 0.429 1.871 -0.2952
C 1.825 2.357 1.466 -0.1383
C 1.274 2.700 0.168 -0.1230
N 0.295 2.107 -0.418 -0.0235
C -0.234 2.591 -1.633 -0.1854
C -0.158 3.898 -2.053 -0.0209
C -0.731 4.322 -3.271 -0.0848
C -1.428 3.452 -4.056 -0.0524
C -1.596 2.111 -3.632 -0.1582
C -2.396 1.186 -4.349 -0.0183
C -2.583 -0.071 -3.869 -0.0599
C -1.926 -0.439 -2.675 -0.1516
N -1.162 0.379 -1.992 -0.0034
C -0.998 1.667 -2.435 -0.1510
C 2.851 3.193 1.950 -0.0827
H 3.555 1.673 4.876 0.0993
H 1.776 0.146 4.058 0.1167
H 1.768 3.543 -0.324 0.1204
H 0.341 4.628 -1.427 0.1035
H -0.626 5.359 -3.571 0.0991
H -1.880 3.773 -4.988 0.1059
H -2.859 1.503 -5.279 0.1149
H -3.181 -0.802 -4.397 0.1030
H -2.045 -1.442 -2.269 0.1026
H 3.174 4.032 1.341 0.1086
O 2.348 -3.424 1.749 -0.0213
C 2.388 -2.432 0.997 -0.6113
O 1.445 -2.112 0.187 -0.3590
C 3.628 -1.549 1.035 -0.1465
C 4.538 -1.864 2.056 -0.0505
C 5.695 -1.143 2.267 -0.1129
C 5.970 -0.068 1.423 -0.1107
C 5.099 0.251 0.399 -0.1456
C 3.897 -0.461 0.161 -0.5704
S 2.907 0.116 -1.198 0.5616
H 4.286 -2.705 2.689 0.1036
H 6.368 -1.404 3.073 0.0855
H 6.866 0.527 1.569 0.0922
H 5.317 1.081 -0.261 0.0801
C -3.930 -3.095 3.856 -0.1121
C -3.576 -4.010 2.681 -0.2915
C -3.218 -3.225 1.418 -0.3452
S -1.524 -2.613 1.397 0.9995
O -1.492 -1.788 0.118 -0.6942
C -0.669 -4.175 1.058 -0.3141
C -0.532 -4.518 -0.427 -0.2648
C -1.697 -5.275 -1.077 -0.0838
H -4.116 -3.668 4.767 0.0689
H -4.827 -2.508 3.635 0.0735
H -3.116 -2.392 4.063 0.0738
H -4.410 -4.676 2.456 0.1059
H -2.743 -4.656 2.971 0.0903
H -3.806 -2.306 1.346 0.0956
H -3.345 -3.788 0.495 0.0729
H -1.194 -4.947 1.632 0.0845
H 0.324 -4.024 1.484 0.0539
H 0.379 -5.119 -0.500 0.1115
H -0.327 -3.599 -0.976 0.0831
H -2.042 -6.099 -0.442 0.0768
H -1.395 -5.702 -2.038 0.0468
H -2.551 -4.622 -1.281 0.0670
C 3.979 -4.754 -4.278 -0.1079
C 4.166 -4.191 -2.870 -0.2215
C 2.881 -3.641 -2.246 -0.1780
N 2.385 -2.460 -2.948 -0.0095
C 1.351 -2.332 -3.781 -0.8048
S 0.968 -0.868 -4.491 0.6607
N 0.667 -3.557 -3.988 0.1198
C -0.609 -3.825 -4.429 -0.4108
O -1.468 -3.003 -4.638 0.0639
C -0.917 -5.310 -4.586 -0.1360
C -0.059 -6.347 -4.225 -0.0465
C -0.446 -7.674 -4.375 -0.0799
C -1.695 -7.979 -4.893 -0.0886
C -2.557 -6.950 -5.258 -0.0731
C -2.169 -5.627 -5.099 -0.0220
H 4.925 -5.096 -4.703 0.0672
H 3.569 -3.996 -4.953 0.0733
H 3.300 -5.617 -4.272 0.0580
H 4.897 -3.377 -2.894 0.1145
H 4.566 -4.964 -2.206 0.1093
H 3.073 -3.336 -1.222 0.1050
H 2.118 -4.423 -2.183 0.1037
H 2.750 -1.559 -2.569 -0.0126
H 1.213 -4.364 -3.775 0.0642
H 0.923 -6.157 -3.810 0.0940
H 0.231 -8.467 -4.079 0.1040
H -1.997 -9.015 -5.010 0.1005
H -3.534 -7.178 -5.663 0.1009
H -2.827 -4.811 -5.366 0.1168


54
Properties=species:S:1:pos:R:3:lowdin_charge:R:1 method="wB97M-V/def2-TZVPD" charge=+2 mol_weight_da=649.4 e_above_lowest_kj_mol=168.8 orbital_gap_ev="5.42 / 5.42"
Au 0.194 -1.604 -0.580 1.1525
O 2.176 -1.745 -0.627 -0.2035
C 2.990 -1.792 0.363 -0.1224
C 2.781 -1.704 1.737 -0.1111
C 3.956 -1.884 2.536 0.0746
C 3.852 -1.890 3.880 -0.1162
C 2.609 -1.735 4.527 0.0664
C 1.471 -1.552 3.795 0.0279
C 1.510 -1.498 2.382 -0.3265
O 0.436 -1.226 1.720 -0.1971
N 5.064 -2.100 4.694 -0.3517
O 6.125 -2.061 4.115 0.1111
O 4.897 -2.293 5.874 0.1198
H 4.022 -1.941 0.040 0.1570
H 4.926 -2.030 2.076 0.1413
H 2.580 -1.767 5.609 0.1395
H 0.513 -1.427 4.280 0.1288
C -0.496 3.291 -2.268 -0.1333
N 0.932 2.925 -2.268 -0.1276
C 1.584 3.491 -1.074 -0.1295
N 0.946 3.016 0.146 -0.1273
C -0.477 3.361 0.119 -0.1420
N -1.150 2.820 -1.059 -0.1345
C -1.232 1.371 -1.029 -0.2837
P 0.474 0.664 -1.030 1.0719
C 1.225 1.563 -2.531 -0.2229
C 1.203 1.609 0.388 -0.2548
H -0.976 2.875 -3.154 0.1431
H -0.565 4.377 -2.302 0.1474
H 1.482 4.575 -1.118 0.1476
H 2.643 3.234 -1.079 0.1439
H -0.564 4.446 0.095 0.1469
H -0.959 2.990 1.023 0.1422
H -1.778 0.991 -1.895 0.1014
H -1.750 1.035 -0.127 0.0922
H 0.764 1.192 -3.445 0.1157
H 2.295 1.360 -2.566 0.1137
H 2.275 1.411 0.446 0.1122
H 0.743 1.266 1.315 0.1001
C -5.290 -0.995 -3.475 -0.0804
C -4.486 -2.238 -3.085 -0.2214
C -3.602 -1.989 -1.908 -0.5606
N -2.324 -1.883 -1.961 0.0356
N -1.790 -1.641 -0.706 -0.2400
C -2.675 -1.546 0.284 -0.6848
N -2.355 -1.271 1.543 0.1511
S -4.269 -1.776 -0.302 1.1972
H -5.994 -1.247 -4.266 0.0894
H -4.634 -0.208 -3.844 0.0809
H -5.862 -0.602 -2.634 0.0726
H -3.845 -2.563 -3.904 0.1253
H -5.165 -3.058 -2.843 0.1232
H -1.370 -1.272 1.835 0.0697
H -3.063 -1.325 2.258 0.1290